# 1
Entry from the OMol25 dataset: a cluster of 2 separate species, C8H10FN in total in a non-equilibrium geometry (the ωB97M-V functional and the def2-TZVPD basis).

The spin multiplicity is 3. Its largest force on an atom is 0.1002 Eh/bohr. For the LUMO energy (spin up / spin down), the calculation gives 0.695 / -3.375 eV. The gap between HOMO and LUMO (spin up / spin down) is 6.4 / 6.7 eV.

Each line ends with the natural charge from an NBO analysis.
Atoms and positions in Å:
C (2.15, -0.51, -2.14)  -0.14
C (2.44, 0.08, -0.93)  -0.23
C (0.78, -0.93, -2.39)  -0.19
C (1.49, 0.30, 0.04)  -0.21
C (-0.15, -0.66, -1.44)  -0.23
C (0.16, -0.02, -0.21)  0.00
C (-2.15, 0.58, 0.39)  -0.68
C (-0.89, 0.10, 0.83)  0.22
N (-0.63, 0.06, 2.09)  -0.67
F (-1.81, 0.13, 4.63)  -0.61
H (2.91, -0.51, -3.07)  0.21
H (3.55, 0.36, -0.77)  0.23
H (0.57, -1.51, -3.27)  0.22
H (1.69, 0.78, 1.05)  0.22
H (-1.17, -1.06, -1.62)  0.22
H (-2.57, 0.06, -0.47)  0.23
H (-2.14, 1.56, 0.03)  0.24
H (-2.91, 0.84, 1.13)  0.24
H (0.38, -0.10, 2.42)  0.36
H (-1.69, 0.46, 3.72)  0.58

# 2
Entry from the OMol25 dataset: the molecule C8H10N2 in a non-equilibrium geometry (the ωB97M-V functional and the def2-TZVPD basis).

Its largest force on an atom is 0.1036 Eh/bohr. Its energy above the lowest of the compared OMol25 structures with the same formula, charge and spin is 2.659 eV. As for the SMILES: Cc1ccc([C@@]2(C)C=N2)[nH]1. For the LUMO energy, the calculation gives 0.915 eV. The gap between HOMO and LUMO is 8.8 eV.

Each line ends with the natural charge from an NBO analysis.
Atoms and positions in Å:
C (-0.56, -0.45, -1.31)  -0.27
C (-1.89, -0.15, -0.95)  -0.31
C (0.26, -0.25, -0.23)  0.07
C (-1.85, 0.31, 0.34)  0.15
C (2.44, 0.17, 1.12)  0.04
C (1.77, -0.39, -0.05)  0.06
C (-2.86, 0.56, 1.35)  -0.64
C (2.62, -0.17, -1.45)  -0.62
N (2.31, -1.13, 1.04)  -0.31
N (-0.55, 0.29, 0.74)  -0.50
H (-0.19, -0.86, -2.24)  0.21
H (-2.83, -0.59, -1.42)  0.22
H (2.83, 0.84, 1.79)  0.21
H (-3.71, 1.11, 1.08)  0.23
H (-3.25, -0.34, 1.63)  0.22
H (-2.48, 1.12, 2.18)  0.21
H (2.00, -0.60, -2.21)  0.21
H (3.55, -0.63, -1.51)  0.21
H (2.78, 0.92, -1.60)  0.21
H (-0.38, 0.23, 1.70)  0.40

# 3
Entry from the OMol25 dataset: a cluster of 2 separate species, C8H10N2O in total in a non-equilibrium geometry (the ωB97M-V functional and the def2-TZVPD basis).

Its largest force on an atom is 0.0760 Eh/bohr. Its total charge is +2. Its energy above the lowest of the compared OMol25 structures with the same formula, charge and spin is 3.637 eV. For the LUMO energy, the calculation gives -12.101 eV. The gap between HOMO and LUMO is 3.4 eV.

Each line ends with the natural charge from an NBO analysis.
Atoms and positions in Å:
C (-2.81, -1.34, 0.44)  -0.29
C (-1.36, -1.26, 0.35)  -0.24
C (-3.28, -0.08, 0.09)  0.14
C (-1.14, 0.00, -0.08)  0.21
C (1.11, 2.43, 0.37)  0.19
C (1.73, 1.19, 0.77)  0.05
C (0.15, 0.71, -0.63)  0.02
C (2.68, -2.22, -0.36)  0.30
N (0.18, 2.19, -0.47)  -0.37
N (1.18, 0.21, 0.16)  -0.32
O (-2.26, 0.75, -0.19)  -0.41
H (-3.50, -2.12, 0.71)  0.27
H (-0.52, -1.90, 0.45)  0.23
H (-4.33, 0.33, -0.06)  0.26
H (1.41, 3.50, 0.66)  0.30
H (2.55, 1.18, 1.48)  0.26
H (0.38, 0.59, -1.79)  0.28
H (2.13, -1.89, -1.14)  0.21
H (3.61, -1.95, -0.09)  0.19
H (2.56, -3.04, 0.33)  0.23
H (-0.47, 2.72, -1.01)  0.49